Entry 1:
Molecular formula: C6H14O
Method: DFT, ωB97M-V/def2-TZVPD

```
21
C6H14O, DFT ωB97M-V/def2-TZVPD
C 3.0546 1.2203 0.7850
C 2.0175 0.3852 0.8162
C 0.6092 0.8232 1.1222
C -0.5398 -0.1208 0.7425
C -1.0070 -0.2147 -0.7078
O -2.0901 -1.1223 -0.6838
C -2.6703 -1.3710 -1.9358
H 2.9132 2.2921 0.9254
H 4.0736 0.8820 0.6266
H 2.1761 -0.6895 0.7201
H 0.6000 0.8992 2.2177
H 0.4307 1.8431 0.7571
H -1.4249 0.1698 1.3204
H -0.2906 -1.1389 1.0652
H -1.3407 0.7654 -1.0934
H -0.2132 -0.5771 -1.3834
H -3.0877 -0.4577 -2.3894
H -3.4859 -2.0831 -1.7766
H -1.9505 -1.8129 -2.6428
H 1.8118 1.7265 -1.2484
H 1.1262 1.8596 -1.5124
```

E_HOMO, eV: -9.54
Net charge: 0
SMILES: C=CCCCOC.[H][H]
E, eV: -8494.269
Max |F|, Eh/bohr: 0.00711

Entry 2:
Molecular formula: C20H28N4OS
Method: DFT, ωB97M-V/def2-TZVPD

```
54
C20H28N4OS, DFT ωB97M-V/def2-TZVPD
C -5.9089 1.0581 0.5564
C -5.2040 0.6658 -0.7382
O -3.7992 0.7977 -0.6550
C -3.0788 -0.0929 0.0939
C -3.5491 -1.2863 0.6177
C -2.7084 -2.1063 1.3563
C -1.3999 -1.7330 1.5952
C -0.9110 -0.5441 1.0789
C -1.7345 0.2699 0.3131
N -1.3121 1.4926 -0.2098
C -0.0423 1.9882 -0.2800
S 0.1536 3.6073 0.0292
N 0.9660 1.1596 -0.6565
C 2.3335 1.5786 -0.4392
C 3.0291 0.7416 0.6496
N 2.1618 0.4869 1.7864
C 2.6323 -0.6381 2.5703
C 1.9927 1.6603 2.6225
C 0.6952 0.1331 -1.6695
C 0.5607 0.7994 -3.0446
C 1.7319 -0.9649 -1.6480
C 2.8722 -0.9515 -2.4446
C 3.7706 -2.0034 -2.3465
N 3.6051 -3.0345 -1.5379
C 2.5110 -3.0623 -0.7962
C 1.5487 -2.0660 -0.8156
H -5.6098 0.4056 1.3734
H -5.6527 2.0808 0.8221
H -6.9847 0.9875 0.4232
H -5.4885 1.3514 -1.5413
H -5.4806 -0.3513 -1.0416
H -4.5696 -1.5952 0.4551
H -3.0922 -3.0340 1.7527
H -0.7556 -2.3600 2.1929
H 0.1027 -0.2275 1.2813
H -2.0377 2.1993 -0.2358
H 2.3141 2.6301 -0.1461
H 2.9111 1.4985 -1.3627
H 3.3181 -0.2252 0.2333
H 3.9538 1.2680 0.9445
H 3.6224 -0.4609 3.0174
H 1.9208 -0.8294 3.3727
H 2.6900 -1.5229 1.9366
H 2.9411 1.9940 3.0702
H 1.5782 2.4763 2.0364
H 1.2924 1.4257 3.4229
H -0.2633 -0.3342 -1.4246
H 0.4541 0.0444 -3.8197
H 1.4233 1.4215 -3.2703
H -0.3212 1.4358 -3.0524
H 3.0712 -0.1468 -3.1341
H 4.6715 -2.0202 -2.9460
H 2.4032 -3.9284 -0.1560
H 0.6719 -2.1387 -0.1922
```

E_HOMO, eV: -7.85
Net charge: 0
SMILES: CCOc1ccccc1NC(=S)N(CCN(C)C)[C@@H](C)c1ccncc1
E, eV: -40037.365
Max |F|, Eh/bohr: 0.01147

Entry 3:
Molecular formula: C32H31ClCsN5O6
Method: DFT, ωB97M-V/def2-TZVPD

```
76
C32H31ClCsN5O6, DFT ωB97M-V/def2-TZVPD
Cs -0.7011 -0.8027 0.0332
C 3.5139 2.1207 0.1923
N 2.8652 0.8215 0.2509
C 3.3451 -0.0528 -0.8154
C 3.2530 0.5402 -2.2261
C 1.8531 0.9980 -2.6500
N 0.9511 -0.1058 -2.5281
C 0.3678 -0.6462 -3.5120
C -0.4048 -1.8886 -3.4431
C -1.3038 -2.1236 -4.4930
C -2.0387 -3.2831 -4.6118
C -1.8402 -4.2822 -3.6452
C -0.9462 -4.1116 -2.6229
C -0.1571 -2.9152 -2.4506
O 0.6722 -2.8280 -1.5009
C 3.0890 0.2511 1.5849
C 2.2944 -1.0374 1.8851
C 1.4147 -0.9662 3.1620
N -0.0028 -0.7859 2.9252
C -0.5888 0.2132 3.4562
C -1.9738 0.6771 3.3288
C -2.2435 1.8128 4.1166
C -3.4648 2.4436 4.1699
C -4.4970 1.9254 3.3750
C -4.2865 0.8342 2.5798
C -3.0261 0.1378 2.4868
O -2.9323 -0.8556 1.7073
H 4.6169 2.0284 0.1848
H 3.2343 2.7105 1.0615
H 3.2150 2.6742 -0.6981
H 2.7760 -0.9844 -0.8050
H 4.4107 -0.3104 -0.6376
H 3.5837 -0.2432 -2.9156
H 3.9475 1.3773 -2.3389
H 1.8941 1.4366 -3.6621
H 1.5353 1.7808 -1.9513
H 0.4482 -0.2002 -4.5228
H -1.4216 -1.3436 -5.2418
H -2.7366 -3.4227 -5.4276
H -2.4036 -5.2082 -3.7118
H -0.7876 -4.8870 -1.8814
H 2.7890 1.0237 2.2958
H 4.1732 0.0758 1.7306
H 2.9668 -1.8922 1.9786
H 1.7322 -1.2112 0.9717
H 1.8191 -0.1710 3.8105
H 1.5315 -1.9097 3.7069
H 0.0044 0.8651 4.1163
H -1.4232 2.2178 4.7008
H -3.6128 3.3229 4.7835
H -5.4734 2.4020 3.3811
H -5.0804 0.4391 1.9551
O 2.4826 6.5515 1.0683
C 1.7564 6.6506 0.0254
O 1.7462 7.5886 -0.7689
C 0.7988 5.5014 -0.2177
C -0.0378 5.3691 -1.3014
Cl -0.1670 6.3372 -2.7044
N -0.7526 4.2200 -1.1551
N -0.4025 3.5777 -0.0275
C 0.5186 4.3276 0.5483
C 1.1039 3.8186 1.8501
O 2.0234 4.5653 2.4007
O 0.7514 2.7482 2.2988
C -1.7320 3.6198 -1.9929
C -1.7643 2.2333 -2.0480
C -2.7030 1.5908 -2.8331
C -3.6177 2.3353 -3.5677
C -3.5976 3.7200 -3.4876
C -2.6633 4.3717 -2.6936
H 2.2377 5.4772 1.8333
H -1.0617 1.6981 -1.4299
H -2.7156 0.5084 -2.8788
H -4.3517 1.8361 -4.1873
H -4.3241 4.3062 -4.0369
H -2.6681 5.4475 -2.6148
```

E_HOMO, eV: -2.00
Net charge: -2
E, eV: -66496.150
Max |F|, Eh/bohr: 0.01091

Entry 4:
Molecular formula: C30H32N3O
Method: DFT, ωB97M-V/def2-TZVPD

```
66
C30H32N3O, DFT ωB97M-V/def2-TZVPD
C 2.6147 1.8080 0.9148
C 2.1085 1.3023 2.2171
C 0.7437 1.3129 2.5635
N -0.2083 1.8266 1.6503
C -0.1919 1.6444 0.2898
N -1.2809 2.3128 -0.1603
C -1.7226 2.5359 -1.5225
C -1.9806 2.9028 0.8962
C -1.2865 2.6542 2.0088
C 0.3397 0.9709 3.8729
C -1.0791 0.9789 4.3474
C 1.3112 0.6016 4.8095
C 2.6599 0.5054 4.4585
C 3.6514 -0.0329 5.4436
C 3.0462 0.9177 3.1818
H 3.5534 1.2995 0.6630
H 1.8916 1.6390 0.1017
H 2.8491 2.8825 0.9614
H -1.1941 1.9013 -2.2433
H -2.7950 2.3218 -1.5958
H -1.5693 3.5902 -1.8113
H -2.8686 3.4826 0.7425
H -1.4158 3.0240 3.0072
H -1.1412 0.3434 5.2427
H -1.3969 1.9790 4.6821
H -1.7974 0.6001 3.6106
H 0.9891 0.3833 5.8342
H 4.6690 0.0683 5.0556
H 3.5811 0.4972 6.4018
H 3.4716 -1.0980 5.6421
H 4.1067 0.9537 2.9211
C 1.8892 3.1702 -5.4879
O 2.2782 1.7764 -5.4568
C 1.8845 0.9877 -4.4209
C 1.1084 1.4367 -3.3205
C 0.8045 0.5380 -2.3172
C 1.1269 -0.8206 -2.3860
C 0.6039 -1.7038 -1.3698
C -0.7419 -2.0266 -1.2136
C -1.2254 -3.2127 -0.5018
C -0.5951 -4.3338 0.0088
C -1.3766 -5.3363 0.6100
C -2.7764 -5.2124 0.6864
C -3.4365 -4.1264 0.0839
C -2.6322 -3.1625 -0.5174
N -3.0127 -2.0558 -1.2855
C -4.3862 -1.6942 -1.5836
C -1.9064 -1.3891 -1.7269
C 1.9453 -1.2458 -3.4781
C 2.3123 -0.3651 -4.4725
H 2.3490 3.5520 -6.4005
H 0.7939 3.2706 -5.5418
H 2.2793 3.7156 -4.6145
H 0.7467 2.4721 -3.2843
H 0.3128 0.8920 -1.3841
H 1.3012 -2.3234 -0.8053
H 0.4898 -4.4127 -0.0715
H -0.8918 -6.2133 1.0364
H -3.3631 -5.9733 1.1965
H -4.5184 -4.0118 0.0883
H -5.0508 -2.3446 -1.0078
H -4.5629 -0.6439 -1.3149
H -4.6218 -1.8188 -2.6500
H -1.9799 -0.5566 -2.4194
H 2.2759 -2.2848 -3.5281
H 2.9177 -0.6527 -5.3366
```

E_HOMO, eV: -10.40
Net charge: +1
E, eV: -38138.729
Max |F|, Eh/bohr: 0.04817

no.,Kohn-Sham gap (Ha)
1,0.3925
2,0.3116
3,0.2117
4,0.2104